No. 1
ORCA calculation (ωB97M-V/def2-TZVPD) on a molecular structure, C34H24Cl2N2O3STi.

The LUMO energy comes out at -0.94 eV. As for the spin multiplicity: 1. Its relative energy (zero: lowest compared OMol25 entry of this formula, charge and spin) is 42.7 kcal/mol. As for the charge: 0. As for the highest occupied orbital energy: -0.2959 Eh.

Last column: Löwdin charge in e.
Element x y z (Å)
Ti 0.02 -0.57 0.00  1.03
C 1.25 -3.31 0.12  -0.11
C 1.98 -2.32 0.81  -0.11
C 1.13 -1.71 1.76  -0.21
C -0.16 -2.29 1.60  -0.23
C -0.06 -3.28 0.58  -0.13
H 1.63 -3.91 -0.69  0.11
H 3.00 -2.03 0.63  0.11
H 1.42 -0.98 2.49  0.11
H -1.03 -2.14 2.21  0.08
H -0.88 -3.89 0.23  0.11
C 0.03 1.35 5.61  -0.08
C 0.30 2.32 4.66  -0.07
C -0.07 2.13 3.34  -0.02
C -0.73 0.96 2.97  -0.25
C -1.00 -0.02 3.91  -0.04
C -0.63 0.18 5.23  -0.07
N -1.06 0.81 1.58  0.00
N -1.76 1.74 1.15  0.13
C -1.87 1.81 -0.24  -0.28
C -2.73 2.77 -0.77  -0.02
C -2.74 2.96 -2.14  -0.08
C -1.85 2.23 -2.93  -0.07
C -1.00 1.29 -2.38  -0.08
C -1.00 1.03 -1.01  -0.14
H 0.32 1.49 6.64  0.10
H 0.82 3.23 4.95  0.11
H 0.16 2.87 2.58  0.11
H -1.53 -0.92 3.63  0.10
H -0.86 -0.58 5.97  0.11
H -3.36 3.35 -0.11  0.11
H -3.40 3.69 -2.59  0.10
H -1.82 2.42 -4.00  0.11
H -0.30 0.78 -3.04  0.10
Cl -1.13 -3.43 -6.72  0.67
C -0.60 -2.75 -5.22  -0.66
C 0.72 -2.31 -5.09  -0.10
C 1.16 -1.77 -3.91  -0.57
Cl 2.78 -1.22 -3.75  0.74
C 0.30 -1.65 -2.79  -0.36
O 0.75 -1.16 -1.68  -0.18
C -1.03 -2.10 -2.95  -0.11
C -1.98 -1.97 -1.88  -0.13
O -1.78 -1.46 -0.78  -0.05
C -1.47 -2.65 -4.16  -0.05
H 1.39 -2.39 -5.93  0.11
H -2.99 -2.36 -2.08  0.15
H -2.50 -2.99 -4.26  0.12
C 7.90 7.17 -2.14  -0.08
C 6.76 6.25 -1.78  -0.75
O 5.96 5.84 -2.56  0.04
S 6.81 5.75 -0.06  1.01
C 5.49 4.58 -0.02  -0.54
C 4.17 5.01 0.00  -0.09
C 3.14 4.09 0.05  -0.02
C 3.41 2.72 0.09  -0.24
C 4.74 2.29 0.07  -0.02
C 5.77 3.22 0.01  -0.09
C 2.34 1.77 0.14  -0.07
C 1.42 0.98 0.19  -0.04
H 7.50 8.02 -2.70  0.09
H 8.58 6.63 -2.80  0.09
H 8.45 7.52 -1.27  0.06
H 3.95 6.07 -0.02  0.11
H 2.11 4.42 0.05  0.12
H 4.96 1.24 0.10  0.12
H 6.80 2.88 -0.01  0.11

---

No. 2
ORCA calculation (ωB97M-V/def2-TZVPD) on C3H10N4O in the gas phase.

The LUMO energy comes out at 0.90 eV. As for the spin multiplicity: 1. Its relative energy (zero: lowest compared OMol25 entry of this formula, charge and spin) is 108.2 kcal/mol. As for the structure (SMILES): CNN/C(=N\O)NC. As for the charge: 0. As for the highest occupied orbital energy: -0.3136 Eh.

Last column: Löwdin charge in e.
Element x y z (Å)
C -1.46 1.57 -1.38  -0.18
N -0.29 0.94 -0.96  -0.13
N -0.39 0.57 0.47  0.00
C -0.04 -0.80 0.68  -0.50
N -0.75 -1.74 0.25  0.07
O -2.00 -1.36 -0.33  -0.07
N 1.09 -1.04 1.38  -0.03
C 2.35 -0.69 0.83  -0.12
H -2.33 0.81 -1.60  0.10
H -1.26 2.19 -2.27  0.07
H -1.81 2.29 -0.56  0.10
H -0.17 -0.01 -1.41  0.13
H 0.04 1.32 1.08  0.15
H -2.23 -0.48 -0.06  0.02
H 1.01 -1.94 1.85  0.13
H 2.38 0.41 0.57  0.10
H 3.20 -0.82 1.52  0.08
H 2.69 -1.23 -0.07  0.08

---

No. 3
ORCA calculation (ωB97M-V/def2-TZVPD) on 8 unconnected molecules or ions with the total composition C38H96N2O28P6.

The LUMO energy comes out at -0.18 eV. As for the spin multiplicity: 1. Its relative energy (zero: lowest compared OMol25 entry of this formula, charge and spin) is 0.0 kcal/mol. As for the structure (SMILES): CCOP(=O)(OCC)OCC.CCOP(=O)(OCC)OCC.CCOP(=O)(OCC)OCC.CCOP(=O)(OCC)OCC.CCOP(=O)(OCC)OCC.CCOP(=O)(OCC)OCC.C[N+](=O)[O-].C[N+](=O)[O-]. As for the charge: 0. As for the highest occupied orbital energy: -0.3803 Eh.

Last column: Löwdin charge in e.
Element x y z (Å)
C 1.37 -1.43 -3.76  -0.08
C 0.62 -1.21 -2.46  -0.25
O 0.59 0.21 -2.23  -0.16
P 0.21 0.68 -0.78  0.33
O -0.62 -0.25 -0.01  -0.21
O -0.45 2.09 -1.04  -0.16
C -1.89 2.06 -1.17  -0.26
C -2.58 2.25 0.16  -0.07
O 1.59 1.04 -0.14  -0.16
C 1.77 0.79 1.27  -0.25
C 3.13 1.35 1.66  -0.05
H 2.31 -0.90 -3.87  0.05
H 1.54 -2.49 -3.94  0.08
H 0.75 -1.00 -4.55  0.08
H -0.37 -1.67 -2.57  0.11
H 1.15 -1.67 -1.63  0.12
H -2.15 2.85 -1.88  0.12
H -2.24 1.13 -1.60  0.11
H -2.88 1.32 0.63  0.07
H -1.91 2.74 0.87  0.08
H -3.36 3.02 0.09  0.06
H 1.02 1.28 1.90  0.11
H 1.79 -0.28 1.44  0.11
H 3.27 1.05 2.69  0.09
H 3.85 1.00 0.92  0.07
H 3.20 2.44 1.62  0.04
C -2.82 -2.88 -4.87  -0.06
C -1.63 -3.80 -5.07  -0.27
O -1.66 -4.32 -6.39  -0.15
P -1.08 -5.73 -6.75  0.35
O -1.05 -6.68 -5.64  -0.22
O -2.00 -6.14 -7.95  -0.16
C -1.57 -7.21 -8.82  -0.26
C -2.38 -7.16 -10.09  -0.07
O 0.32 -5.44 -7.43  -0.17
C 1.50 -6.08 -6.93  -0.28
C 2.71 -5.24 -7.27  -0.07
H -3.05 -2.33 -5.78  0.08
H -3.70 -3.45 -4.59  0.08
H -2.62 -2.14 -4.09  0.07
H -0.68 -3.31 -4.84  0.10
H -1.69 -4.56 -4.29  0.12
H -0.52 -7.04 -9.07  0.11
H -1.65 -8.16 -8.29  0.12
H -2.10 -6.24 -10.61  0.08
H -2.03 -7.97 -10.73  0.08
H -3.45 -7.09 -9.88  0.08
H 1.45 -6.33 -5.87  0.11
H 1.62 -7.06 -7.40  0.12
H 2.50 -4.74 -8.22  0.08
H 2.91 -4.49 -6.51  0.06
H 3.63 -5.82 -7.36  0.08
C 9.30 6.11 1.08  -0.07
C 8.63 4.92 0.44  -0.27
O 7.28 5.29 0.16  -0.16
P 6.14 4.18 0.07  0.36
O 5.52 3.79 1.34  -0.22
O 5.16 4.92 -0.90  -0.15
C 3.74 4.78 -0.83  -0.26
C 3.19 3.77 -1.82  -0.06
O 6.88 3.06 -0.76  -0.17
C 6.72 1.65 -0.50  -0.25
C 7.36 1.20 0.78  -0.07
H 10.23 5.82 1.58  0.08
H 9.52 6.93 0.39  0.08
H 8.67 6.54 1.87  0.08
H 9.14 4.65 -0.48  0.12
H 8.69 4.07 1.13  0.11
H 3.48 4.42 0.17  0.09
H 3.29 5.76 -0.96  0.12
H 3.38 4.08 -2.85  0.08
H 3.67 2.80 -1.67  0.07
H 2.11 3.72 -1.72  0.08
H 5.64 1.49 -0.44  0.09
H 7.00 1.11 -1.40  0.12
H 6.90 1.74 1.61  0.07
H 7.15 0.14 0.96  0.08
H 8.44 1.34 0.81  0.08
C -9.85 1.17 1.30  -0.07
C -9.05 0.37 0.31  -0.26
O -8.47 1.25 -0.67  -0.17
P -8.81 1.03 -2.20  0.34
O -10.14 1.42 -2.64  -0.21
O -7.66 1.82 -2.92  -0.16
C -6.30 1.38 -2.74  -0.26
C -5.38 2.42 -3.30  -0.07
O -8.45 -0.51 -2.37  -0.20
C -8.95 -1.23 -3.52  -0.25
C -9.53 -2.55 -3.07  -0.07
H -9.24 1.81 1.93  0.05
H -10.69 1.71 0.86  0.09
H -10.37 0.48 1.99  0.08
H -8.23 -0.12 0.83  0.12
H -9.67 -0.40 -0.15  0.11
H -6.07 1.11 -1.71  0.12
H -6.19 0.48 -3.36  0.11
H -5.52 3.41 -2.87  0.09
H -4.34 2.09 -3.22  0.07
H -5.54 2.60 -4.37  0.08
H -9.62 -0.63 -4.13  0.11
H -8.07 -1.39 -4.16  0.11
H -10.62 -2.57 -3.23  0.08
H -9.15 -3.39 -3.65  0.07
H -9.36 -2.82 -2.04  0.08
C 2.40 4.98 3.57  -0.06
C 1.34 4.89 2.47  -0.23
O 0.04 5.23 2.98  -0.17
P -0.74 4.37 4.04  0.34
O -0.30 4.61 5.40  -0.21
O -0.47 2.89 3.55  -0.19
C -1.12 1.80 4.23  -0.26
C -0.16 1.21 5.23  -0.06
O -2.26 4.62 3.70  -0.17
C -2.79 5.94 3.64  -0.27
C -3.39 6.18 2.26  -0.06
H 1.98 4.79 4.56  0.06
H 3.15 4.20 3.47  0.07
H 2.83 5.98 3.69  0.08
H 1.60 5.72 1.81  0.11
H 1.37 3.94 1.95  0.10
H -1.97 2.19 4.79  0.11
H -1.51 1.07 3.51  0.12
H -0.61 0.46 5.86  0.09
H 0.69 0.75 4.71  0.06
H 0.31 2.06 5.73  0.08
H -3.53 6.15 4.41  0.12
H -2.04 6.71 3.86  0.12
H -4.26 5.51 2.20  0.06
H -3.80 7.19 2.25  0.08
H -2.73 5.94 1.44  0.08
C 1.69 -2.34 4.20  -0.06
C 2.72 -2.95 5.13  -0.27
O 2.02 -3.41 6.28  -0.18
P 2.77 -4.08 7.52  0.33
O 2.07 -3.85 8.77  -0.21
O 2.94 -5.60 7.11  -0.18
C 1.82 -6.44 6.78  -0.25
C 1.58 -6.44 5.30  -0.07
O 4.26 -3.61 7.44  -0.18
C 4.68 -2.37 8.05  -0.25
C 6.02 -1.98 7.46  -0.07
H 1.16 -1.61 4.81  0.07
H 2.11 -1.83 3.33  0.07
H 0.97 -3.08 3.86  0.08
H 3.29 -3.75 4.66  0.12
H 3.40 -2.14 5.43  0.11
H 2.05 -7.40 7.22  0.12
H 0.94 -6.09 7.34  0.12
H 1.10 -5.51 5.02  0.06
H 2.48 -6.61 4.71  0.08
H 0.84 -7.22 5.08  0.08
H 3.92 -1.61 7.85  0.12
H 4.77 -2.49 9.13  0.12
H 6.83 -2.48 8.00  0.08
H 6.09 -2.26 6.41  0.08
H 6.15 -0.89 7.48  0.08
C 4.97 -1.51 -3.94  0.04
N 5.16 -1.68 -2.48  -0.45
O 4.23 -1.39 -1.75  0.06
O 6.23 -2.09 -2.10  0.07
H 4.25 -2.28 -4.20  0.09
H 5.92 -1.67 -4.43  0.10
H 4.62 -0.52 -4.19  0.10
C -5.49 2.15 2.94  0.06
N -6.23 2.94 1.92  -0.43
O -5.59 3.32 0.95  0.05
O -7.40 3.19 2.14  0.07
H -6.16 1.50 3.48  0.10
H -5.10 2.91 3.61  0.10
H -4.70 1.58 2.47  0.08

---

No. 4
ORCA calculation (ωB97M-V/def2-TZVPD) on a molecular structure, C28H38BCuN5P2.

The LUMO energy (spin up / spin down) comes out at -1.32 / -2.80 eV. As for the spin multiplicity: 2. Its relative energy (zero: lowest compared OMol25 entry of this formula, charge and spin) is 28.7 kcal/mol. As for the charge: 0. As for the highest occupied orbital energy (spin up / spin down): -0.3002 / -0.3002 Eh. Its expectation value of S² is 0.756.

Last column: Löwdin charge in e.
Element x y z (Å)
Cu -1.20 2.11 -0.27  0.30
C 0.69 0.32 5.25  -0.10
C 1.16 0.64 4.05  -0.12
C 0.93 -0.07 2.73  -0.20
C -0.55 -0.48 2.45  -0.20
C -1.09 -1.77 3.00  -0.10
C -0.54 -2.51 3.99  -0.10
C 0.71 -2.25 4.74  -0.21
C 0.76 -1.08 5.77  -0.19
C -3.07 2.63 -0.48  -0.14
H 0.48 1.14 5.98  0.11
H 1.63 1.62 3.88  0.10
H 1.66 -0.90 2.60  0.10
H 1.16 0.73 1.98  0.08
H -1.23 0.34 2.76  0.12
H -0.62 -0.54 1.35  0.06
H -2.06 -2.04 2.61  0.09
H -1.09 -3.41 4.25  0.10
H 1.60 -2.20 4.11  0.10
H 0.81 -3.13 5.38  0.10
H -0.09 -1.21 6.43  0.10
H 1.67 -1.31 6.40  0.13
H -3.25 3.19 0.48  0.03
H -3.55 1.64 -0.61  -0.04
H -3.44 3.26 -1.31  0.02
P -1.76 -0.17 -1.38  1.16
P 1.66 1.33 -1.42  1.08
N -2.06 -1.93 -0.96  -0.23
N -2.65 -0.28 -2.99  -0.22
N 2.73 0.02 -1.00  -0.27
N 2.89 2.01 -2.50  -0.27
C -0.15 -0.66 -2.14  -0.44
C 0.67 0.49 -2.72  -0.38
C -3.16 -2.30 -0.20  -0.16
C -3.25 -3.69 -0.17  -0.09
C -2.19 -4.20 -0.95  -0.08
C -1.48 -3.10 -1.41  -0.16
C -3.75 0.51 -3.28  -0.15
C -4.24 0.19 -4.55  -0.08
C -3.45 -0.90 -5.03  -0.07
C -2.50 -1.18 -4.04  -0.13
C 3.68 0.08 0.02  -0.15
C 4.23 -1.17 0.25  -0.07
C 3.74 -2.01 -0.80  -0.07
C 2.82 -1.26 -1.51  -0.18
C 3.92 1.39 -3.22  -0.12
C 4.41 2.29 -4.16  -0.08
C 3.64 3.50 -4.02  -0.09
C 2.72 3.30 -3.01  -0.16
H -0.35 -1.38 -2.95  0.06
H 0.41 -1.15 -1.33  0.06
H 1.37 0.09 -3.47  0.09
H -0.01 1.23 -3.19  0.09
H -3.81 -1.56 0.21  0.10
H -3.99 -4.28 0.36  0.10
H -1.92 -5.22 -1.16  0.10
H -0.60 -3.07 -2.04  0.09
H -4.08 1.24 -2.56  0.07
H -5.05 0.67 -5.06  0.09
H -3.56 -1.42 -5.96  0.10
H -1.76 -1.95 -4.02  0.09
H 3.95 1.02 0.44  0.10
H 4.89 -1.44 1.08  0.10
H 3.99 -3.03 -1.06  0.10
H 2.20 -1.53 -2.35  0.09
H 4.25 0.39 -2.94  0.10
H 5.21 2.09 -4.85  0.09
H 3.76 4.40 -4.60  0.09
H 1.97 3.92 -2.56  0.09
B -0.80 4.29 3.97  -0.43
C -0.92 3.55 2.61  -0.19
N -0.90 2.88 1.64  0.06
H -1.89 4.48 4.52  0.00
H -0.18 5.33 4.30  0.01
H -0.14 3.45 4.66  0.01

---

No. 5
ORCA calculation (ωB97M-V/def2-TZVPD) on a molecular structure, C35H46CuN3O2PS2.

The LUMO energy (spin up / spin down) comes out at -8.28 / -8.53 eV. As for the spin multiplicity: 2. As for the charge: +2. As for the highest occupied orbital energy (spin up / spin down): -0.4595 / -0.4586 Eh. Its expectation value of S² is 0.768.

Last column: Löwdin charge in e.
Element x y z (Å)
C 2.50 3.48 -5.12  0.05
C 1.26 3.79 -4.72  -0.11
C 0.62 3.28 -3.47  -0.14
C -0.35 2.32 -3.59  -0.01
C -0.94 1.83 -2.41  -0.40
C -0.56 2.32 -1.13  -0.18
C 0.42 3.28 -1.03  0.09
C 1.03 3.76 -2.19  -0.11
C 2.11 4.79 -2.03  -0.13
C 1.50 6.22 -2.07  -0.13
C 2.53 7.21 -2.62  -0.25
O 2.51 7.18 -4.04  -0.05
N -1.17 1.85 0.06  -0.10
N -2.45 2.49 0.17  0.01
C -2.98 2.49 1.53  -0.24
C -2.68 3.78 2.31  -0.07
C -1.22 0.41 0.11  -0.24
C -1.68 -0.32 -0.97  -0.39
C -1.76 -1.69 -0.96  -0.03
C -1.37 -2.41 0.16  -0.12
C -1.44 -3.93 0.15  -0.11
C -1.62 -4.62 -1.21  -0.09
C -0.36 -4.57 -2.07  -0.44
O 0.54 -5.32 -1.85  0.12
N -0.35 -3.63 -3.13  0.12
C 0.74 -3.78 -4.03  -0.24
C 0.48 -3.99 -5.38  0.00
C 1.49 -4.12 -6.32  -0.05
C 2.82 -4.03 -5.91  -0.07
C 3.06 -3.82 -4.56  -0.11
C 2.06 -3.69 -3.62  -0.02
C -0.88 -1.70 1.28  -0.13
C -0.43 -2.51 2.48  -0.15
C -1.05 -2.11 3.84  -0.20
C -1.13 -3.30 4.82  -0.18
C -0.48 -3.05 6.19  -0.21
C -1.22 -2.02 7.06  -0.20
C -0.87 -0.54 6.83  -0.25
C 0.64 -0.26 6.74  -0.10
C -0.80 -0.30 1.24  -0.24
P -0.10 0.70 2.62  0.45
S 1.80 0.24 2.83  0.18
S -2.15 0.60 -2.43  1.22
H 3.38 3.50 -4.49  0.07
H 2.65 3.24 -6.17  0.07
H 0.66 4.46 -5.34  0.13
H -0.67 1.92 -4.54  0.13
H 0.73 3.66 -0.06  0.14
H 2.89 4.66 -2.78  0.09
H 2.59 4.57 -1.08  0.13
H 0.60 6.20 -2.67  0.12
H 1.21 6.46 -1.04  0.12
H 3.53 6.97 -2.26  0.12
H 2.27 8.21 -2.29  0.13
H 2.90 6.35 -4.34  0.06
H -3.14 2.04 -0.43  0.10
H -2.72 1.60 2.12  0.09
H -4.07 2.45 1.42  0.12
H -2.44 4.60 1.64  0.08
H -3.60 4.08 2.82  0.07
H -1.94 3.64 3.09  0.06
H -2.14 -2.17 -1.85  0.10
H -0.50 -4.31 0.54  0.12
H -2.23 -4.30 0.81  0.14
H -2.50 -4.25 -1.73  0.12
H -1.77 -5.68 -1.02  0.13
H -1.24 -3.73 -3.62  0.14
H -0.55 -4.05 -5.73  0.12
H 1.29 -4.27 -7.37  0.12
H 3.61 -4.12 -6.64  0.11
H 4.12 -3.74 -4.27  0.05
H 2.30 -3.51 -2.58  0.12
H -0.59 -3.57 2.34  0.09
H 0.66 -2.37 2.55  0.10
H -0.39 -1.37 4.30  0.03
H -2.03 -1.67 3.66  0.12
H -0.55 -4.11 4.37  0.10
H -2.15 -3.65 4.98  0.11
H 0.58 -2.86 6.09  0.11
H -0.57 -4.00 6.72  0.11
H -2.30 -2.16 6.96  0.11
H -0.98 -2.22 8.11  0.11
H -1.35 -0.26 5.88  0.07
H -1.33 0.09 7.59  0.10
H 1.23 -1.08 7.15  0.07
H 0.93 0.65 7.26  0.07
H 0.93 -0.14 5.70  0.02
H -0.17 2.04 2.24  -0.02
H -0.87 0.53 3.77  -0.01
Cu 5.66 -4.62 -3.42  0.86

---

Number 1: molar mass 659.42 g/mol. Number 2: molar mass 118.14 g/mol. Number 3: molar mass 1215.02 g/mol. Number 4: molar mass 580.95 g/mol. Number 5: molar mass 699.43 g/mol.